A structure of composition C20H28N10O3PtS2 at a distorted geometry, computed with ωB97M-V/def2-TZVPD.

The geometry in XYZ format:
```
64
Properties=species:S:1:pos:R:3:lowdin_charge:R:1
H -13.186 -5.841 7.871 0.145
C -12.457 -11.979 3.635 -0.157
C -9.086 -12.367 3.373 -0.197
N -11.752 -12.639 2.530 -0.064
N -13.292 -8.407 8.242 0.067
H -10.096 -12.376 6.024 0.094
H -9.299 -5.512 7.056 0.081
S -9.881 -10.161 7.779 0.779
N -9.704 -11.062 2.920 -0.053
C -9.546 -6.206 7.773 -0.100
H -7.204 -7.821 2.557 0.146
C -10.770 -12.639 5.195 -0.157
H -12.986 -5.974 6.104 0.123
N -12.876 -6.402 7.051 0.108
C -13.041 -7.737 6.993 -0.751
C -10.425 -6.906 9.831 -0.101
C -8.075 -7.314 2.994 -0.003
O -12.160 -12.347 7.330 -0.245
H -8.204 -5.291 3.070 0.154
N -11.515 -11.419 4.692 -0.208
C -10.928 -13.738 3.079 -0.167
C -10.115 -5.822 9.006 -0.008
H -13.907 -11.372 11.590 0.164
C -12.649 -12.686 8.514 -0.252
Pt -12.434 -10.546 6.534 0.948
H -12.365 -14.880 8.313 0.138
H -10.423 -12.021 1.073 0.112
H -10.909 -9.481 3.730 0.096
H -13.758 -13.851 12.124 0.150
N -9.390 -7.483 7.513 0.034
N -13.030 -9.661 8.139 -0.327
H -13.038 -12.692 4.233 0.133
N -8.102 -5.950 2.248 0.184
H -8.442 -7.941 6.198 0.090
H -11.384 -13.432 5.542 0.099
C -10.817 -11.579 1.960 -0.116
C -12.642 -14.044 8.949 0.053
H -9.740 -10.246 4.924 0.070
H -7.318 -5.752 1.592 0.189
H -9.001 -5.873 1.738 0.174
N -9.948 -13.267 4.060 -0.077
S -13.090 -8.638 5.495 0.628
H -8.971 -7.875 2.644 0.137
C -13.546 -13.477 11.089 -0.012
H -13.087 -9.655 10.145 0.110
H -10.291 -4.746 9.246 0.133
H -13.022 -11.206 3.162 0.115
C -8.022 -7.062 4.522 -0.435
H -10.588 -6.677 10.869 0.114
H -13.394 -15.471 10.424 0.128
C -13.473 -12.123 10.845 0.025
H -8.687 -12.952 2.538 0.133
H -11.384 -10.708 1.611 0.120
O -7.996 -8.178 5.278 0.072
H -8.252 -12.087 4.023 0.130
H -11.565 -14.465 3.586 0.133
C -10.436 -10.443 4.079 -0.165
O -8.104 -5.879 4.918 0.059
H -10.421 -14.198 2.220 0.137
N -10.498 -8.220 9.480 0.083
C -13.023 -11.716 9.554 -0.107
C -13.245 -14.436 10.111 -0.049
C -12.934 -10.306 9.326 -0.090
C -9.868 -8.483 8.294 -0.743
```

## Properties
lowest unoccupied orbital energy (alpha / beta): -5.2 / -8.2 eV
relative energy (zero: lowest compared OMol25 entry of this formula, charge and spin): 0.0000 eV
⟨S²⟩: 6.0426
HOMO level (alpha / beta): -10.859 / -13.552 eV
total charge: +2
spin multiplicity: 5
orbital gap (alpha / beta): 5.64 / 5.31 eV

---

An isolated molecule of C20H28N2, computed with ωB97M-V/def2-TZVPD.

The geometry in XYZ format:
```
50
Properties=species:S:1:pos:R:3:lowdin_charge:R:1
C -2.202 0.065 -0.617 -0.288
H -2.824 1.823 1.573 0.121
H -1.852 -0.980 1.738 0.106
H -3.993 0.171 0.585 0.116
H 0.657 2.240 1.591 0.109
C -3.044 2.690 -0.384 -0.205
C 2.291 1.349 0.556 -0.178
H 2.563 -3.220 -0.026 0.102
H -4.227 1.803 -1.787 0.103
C -2.182 2.098 0.732 -0.167
H -1.703 -3.929 0.940 0.066
H -0.743 -1.485 -0.489 0.119
N -4.057 1.720 -0.791 -0.061
H 4.864 -3.067 -0.899 0.101
H -1.617 -3.286 2.577 0.071
H -2.036 -3.339 -1.305 0.072
H 0.683 0.485 1.696 0.115
C 2.946 2.548 0.435 -0.037
C 3.037 -2.252 -0.106 -0.076
H 5.931 1.536 -0.795 0.109
H -4.281 -0.318 -1.087 0.119
C 4.920 1.490 -0.418 -0.040
C -1.401 -3.069 1.533 -0.094
C 4.347 -2.167 -0.601 -0.084
H -3.548 -2.448 -1.175 0.076
C 4.290 0.232 -0.314 -0.164
N -1.443 0.925 0.291 -0.143
H -0.326 -2.942 1.428 0.061
H 4.739 3.590 -0.124 0.102
H -1.474 2.848 1.085 0.116
H -0.051 2.155 -0.750 0.130
H -1.941 0.292 -1.670 0.151
C 2.960 0.152 0.180 -0.110
H -2.342 -1.978 -2.377 0.080
C 4.259 2.625 -0.048 -0.076
H 1.362 -1.215 0.662 0.086
C 2.365 -1.125 0.276 -0.027
C -0.099 1.223 -0.162 -0.177
C -1.827 -1.411 -0.353 -0.339
H -3.553 3.594 -0.031 0.108
C -2.141 -1.811 1.092 -0.228
C -3.700 0.350 -0.452 -0.177
H 2.441 3.461 0.719 0.111
C 4.958 -0.950 -0.697 -0.037
C -2.482 -2.349 -1.364 -0.061
H -3.215 -1.972 1.203 0.109
C 0.867 1.328 1.031 -0.126
H -2.385 2.978 -1.217 0.111
H 0.240 0.414 -0.812 0.116
H 5.970 -0.871 -1.072 0.110
```

## Properties
lowest unoccupied orbital energy: 0.6 eV
relative energy (zero: lowest compared OMol25 entry of this formula, charge and spin): 0.6526 eV
HOMO level: -8.075 eV
SMILES: CC[C@@H](C)[C@H]1CNCCN1CCc1cccc2ccccc12
spin multiplicity: 1
orbital gap: 8.71 eV

---

An isolated molecule of C20H28N2O6S, computed with ωB97M-V/def2-TZVPD.

The geometry in XYZ format:
```
57
Properties=species:S:1:pos:R:3:lowdin_charge:R:1
N 5.094 -0.286 1.829 -0.061
H -2.934 2.998 -3.820 0.128
C -4.654 0.943 -2.864 -0.558
H 7.049 -0.748 2.377 0.134
H -2.605 -3.651 -0.339 0.077
H 3.143 3.216 1.415 0.133
H 4.650 -3.359 0.503 0.128
H -2.764 0.525 -3.858 0.086
H -3.644 4.046 -2.577 0.132
H -6.492 0.791 -3.981 0.086
C 2.470 2.359 1.432 -0.086
N 0.335 1.679 0.545 0.107
C 5.002 -1.224 0.734 -0.121
C 1.318 2.622 0.496 -0.473
O 5.584 -3.030 2.250 -0.129
O -4.685 2.369 -2.903 -0.081
C 3.234 1.093 1.033 -0.087
O -2.833 -1.126 0.524 -0.003
H -2.353 -2.089 2.283 0.122
H -1.094 -3.227 0.480 0.074
H -6.207 -0.561 -2.872 0.087
C -1.741 -0.358 0.582 -0.418
C -2.843 -2.304 1.328 -0.208
C 4.271 0.755 2.100 -0.446
C -2.824 1.201 -1.197 -0.191
H 2.097 2.241 2.451 0.132
C -3.431 3.004 -2.834 -0.204
C 5.668 -2.117 3.323 -0.179
C -4.083 0.461 -1.516 -0.061
C -1.803 0.819 -0.269 -0.092
H -4.119 0.838 -4.954 0.093
S -1.024 3.073 -1.316 1.193
O 1.235 3.568 -0.261 0.001
C -2.543 2.376 -1.813 -0.432
C -2.145 -3.462 0.628 -0.059
H -4.813 0.644 -0.723 0.138
H 5.983 -1.284 0.247 0.135
H 3.730 1.251 0.073 0.133
H 4.702 -2.065 3.847 0.132
C 6.052 -0.719 2.830 -0.109
C -3.827 0.365 -4.019 -0.013
H 3.638 -2.565 1.747 0.130
H 0.349 0.864 1.163 0.128
C 4.641 -2.608 1.295 -0.187
H 6.037 -0.001 3.650 0.124
H 2.544 0.251 0.936 0.120
H -3.896 -0.612 -1.554 0.125
O 4.365 1.392 3.129 0.065
H -4.007 -0.704 -4.098 0.088
H -6.715 1.018 -2.248 0.087
H -3.900 -2.523 1.493 0.126
C -0.778 1.751 -0.245 -0.417
H 4.262 -0.915 0.000 0.115
O -0.784 -0.621 1.298 0.072
H -2.222 -4.357 1.239 0.078
C -6.115 0.513 -3.001 -0.018
H 6.426 -2.512 4.000 0.128
```

## Properties
lowest unoccupied orbital energy: 0.5 eV
relative energy (zero: lowest compared OMol25 entry of this formula, charge and spin): 0.1207 eV
HOMO level: -8.054 eV
SMILES: CCOC(=O)c1c(NC(=O)CCC(=O)N2CCOCC2)sc2c1CC(C)(C)OC2
spin multiplicity: 1
orbital gap: 8.56 eV

---

An isolated molecule of C20H28N4O5, computed with ωB97M-V/def2-TZVPD.

The geometry in XYZ format:
```
57
Properties=species:S:1:pos:R:3:lowdin_charge:R:1
C 4.313 -0.890 0.845 -0.519
H -4.489 2.412 0.807 0.117
O 0.269 -1.097 -0.812 0.012
C 3.366 -0.590 -1.420 -0.102
N -1.632 1.471 0.903 -0.109
H -2.370 -3.911 -1.890 0.078
H -2.213 -0.277 1.993 0.124
H 1.087 0.271 -2.414 0.133
H 7.274 -1.265 0.511 0.126
H 3.377 1.571 -1.153 0.123
N 0.611 -0.154 1.190 0.129
C 5.810 -0.313 -0.834 -0.099
H -6.838 -0.278 -1.534 0.103
C 0.954 1.922 -1.233 -0.497
C -4.684 1.422 0.423 -0.031
C -1.117 0.782 -0.266 -0.192
C -5.993 -0.081 -0.891 -0.086
C -0.033 -0.253 0.030 -0.444
H -0.957 2.490 2.583 0.125
H -1.954 0.260 -0.738 0.147
C -4.040 -0.893 0.261 -0.232
C -5.135 -1.119 -0.567 -0.022
H -5.332 -2.102 -0.965 0.106
H 3.625 -1.225 -2.274 0.131
H -0.844 1.485 -2.306 0.122
C 0.334 0.788 2.252 -0.132
O 3.299 -1.175 1.427 0.104
C -5.772 1.192 -0.401 -0.092
H -2.928 1.277 2.496 0.133
H 0.066 2.618 1.144 0.104
C -0.559 1.799 -1.303 -0.009
H -2.421 -3.694 0.583 0.126
C -3.817 0.399 0.766 -0.148
C 6.527 -0.466 0.518 -0.117
H 1.285 1.179 2.624 0.126
H -3.123 -2.319 -2.065 0.071
H 6.181 -1.019 -1.585 0.127
O 1.533 2.749 -0.556 0.051
H 7.001 0.462 0.851 0.126
C -0.544 1.935 1.739 -0.149
N 4.448 -0.620 -0.474 -0.046
H 5.894 0.702 -1.235 0.125
O -3.151 -1.850 0.654 -0.062
H 1.397 -0.782 1.339 0.112
C -2.482 -2.931 -1.433 -0.056
H -0.162 0.261 3.078 0.116
H 2.489 -1.018 -0.924 0.106
O 5.517 -0.810 1.453 0.052
C -3.080 -3.081 -0.038 -0.232
H -1.009 2.768 -1.088 0.132
H -4.064 -3.566 -0.077 0.113
N 1.613 1.042 -2.026 0.064
C -2.619 0.678 1.634 -0.123
C 3.036 0.840 -1.894 -0.134
H 3.525 1.054 -2.851 0.119
H -6.439 2.000 -0.660 0.098
H -1.505 -2.459 -1.364 0.053
```

## Properties
lowest unoccupied orbital energy: 0.7 eV
relative energy (zero: lowest compared OMol25 entry of this formula, charge and spin): 0.0000 eV
HOMO level: -8.278 eV
SMILES: CCOc1ccccc1CN1CCNC(=O)[C@@H]1CC(=O)NCCN1CCOC1=O
spin multiplicity: 1
orbital gap: 8.99 eV

---

A structure of composition C20H28N8S2Se4W at a distorted geometry, computed with ωB97M-V/def2-TZVPD.

The geometry in XYZ format:
```
63
Properties=species:S:1:pos:R:3:lowdin_charge:R:1
H 4.593 -3.228 -0.445 0.105
C 1.205 3.267 1.156 -0.647
W 0.237 0.462 -0.389 0.614
C 1.816 -2.138 0.508 -0.395
C -1.099 -0.877 2.047 -0.263
C 2.334 -4.512 0.745 0.001
H -3.748 2.753 0.030 0.083
H 1.891 -5.164 1.496 0.109
N -0.298 6.211 -0.063 0.229
C -0.023 5.105 0.107 -0.236
H -0.663 -2.988 0.324 0.020
H -1.751 1.494 3.894 0.111
Se -0.857 -1.329 -1.768 0.289
Se 0.630 1.091 -2.953 0.169
C -3.854 -0.547 -0.693 -0.061
H -3.424 -1.423 -0.221 0.078
N 0.972 -1.113 0.884 -0.147
C 0.676 -2.119 3.127 -0.012
C 0.000 -3.813 0.532 -0.023
C -1.968 -1.237 3.076 -0.006
C 2.016 4.145 1.932 -0.226
H -3.006 -0.922 3.060 0.124
H -0.249 -4.220 1.512 0.110
H -0.707 1.711 2.484 0.005
C -0.180 -2.432 4.168 -0.046
N -1.422 -0.103 0.917 -0.107
H 0.180 -3.009 5.011 0.122
H -5.262 1.817 -0.022 0.103
H -3.561 -0.501 -1.736 0.054
S -0.744 2.611 -0.594 0.669
C 3.811 -2.592 -0.860 -0.027
N -2.755 1.485 2.042 -0.105
H 3.253 -0.377 1.655 0.051
S 1.397 1.564 1.414 0.711
H 1.710 -2.452 3.144 0.131
Se 2.387 0.777 -1.520 0.351
H 4.279 -0.112 0.229 0.058
H -2.177 -2.279 4.931 0.122
H 4.281 -1.864 -1.523 0.093
C 0.264 3.723 0.299 -0.633
C -4.091 1.833 2.539 -0.004
C 3.862 -0.861 0.902 -0.058
C -1.503 -2.009 4.128 -0.043
H 4.702 -1.359 1.393 0.114
N 2.691 4.825 2.571 0.229
N 1.406 -3.399 0.515 -0.087
H -4.942 -0.636 -0.652 0.111
C -4.227 1.860 -0.360 -0.031
C 0.201 -1.375 2.054 -0.282
H -4.347 2.871 2.326 0.109
H -4.083 1.700 3.622 0.109
H -0.148 -4.585 -0.223 0.113
H 3.284 -4.150 1.124 0.098
H -4.846 1.175 2.118 0.101
N 3.082 -1.854 0.172 -0.162
H -4.227 1.918 -1.448 0.108
H 3.122 -3.196 -1.444 0.101
Se 0.134 -1.022 -3.858 0.237
C -2.567 0.674 1.010 -0.433
N -3.471 0.665 0.026 -0.121
C -1.672 1.952 2.907 -0.014
H -1.754 3.035 3.017 0.117
H 2.499 -5.096 -0.160 0.108
```

## Properties
lowest unoccupied orbital energy (alpha / beta): -8.4 / -8.4 eV
relative energy (zero: lowest compared OMol25 entry of this formula, charge and spin): 0.0000 eV
HOMO level (alpha / beta): -13.753 / -13.753 eV
total charge: +2
spin multiplicity: 1
orbital gap (alpha / beta): 5.35 / 5.35 eV

---

A structure of composition C20H28N9O3Ru at a distorted geometry, computed with ωB97M-V/def2-TZVPD.

The geometry in XYZ format:
```
61
Properties=species:S:1:pos:R:3:lowdin_charge:R:1
H -2.893 1.691 -3.700 0.125
H -1.607 1.094 3.132 0.111
C 1.076 -4.672 -0.127 -0.002
H 0.044 -0.163 -3.001 0.071
H -0.374 3.090 4.067 0.131
N 0.655 -2.073 0.699 0.037
O 1.468 -0.483 -1.780 -0.044
H 5.409 0.422 1.296 0.129
N -0.828 0.275 -3.264 0.208
C -4.385 1.384 0.755 -0.046
H 0.290 2.814 -0.042 0.088
H -0.459 0.739 4.416 0.135
Ru 0.173 0.116 0.251 1.402
H 5.779 -0.222 -1.083 0.143
N 2.256 0.249 0.157 0.017
H 3.307 -0.240 -3.593 0.100
N -1.605 -0.906 0.147 -0.075
H -0.795 -4.443 -1.192 0.132
H 2.860 -4.553 1.081 0.127
C 1.736 -2.729 1.097 -0.085
C -0.253 -2.693 -0.095 -0.315
H -6.476 0.969 0.495 0.124
H -3.811 -2.253 -0.456 0.117
C -3.104 0.886 0.659 -0.038
C -0.544 1.079 3.381 -0.203
H 1.494 2.432 1.023 0.089
C -5.470 0.576 0.422 -0.023
H -1.270 3.149 1.727 0.111
C 3.984 -0.760 -2.921 0.019
H 3.814 -1.832 -3.010 0.105
N 0.491 2.405 0.866 0.004
H -4.550 2.399 1.089 0.119
C -5.270 -0.734 -0.006 -0.039
H -1.219 0.089 -4.170 0.127
C 0.056 2.468 3.282 -0.166
C -3.996 -1.244 -0.115 0.017
C 3.240 0.428 1.108 -0.493
O 2.932 0.711 2.267 0.009
H 2.422 -2.193 1.744 0.128
N 0.157 0.113 2.513 -0.002
C -1.351 1.180 -2.430 -0.608
H 1.134 2.407 3.459 0.120
C -2.896 -0.429 0.215 -0.253
C -0.058 -3.998 -0.540 0.045
N -1.388 -2.013 -0.431 0.120
O -0.820 1.437 -1.317 -0.135
C 1.981 -4.041 0.719 0.001
H 5.010 -0.535 -3.198 0.102
H 1.174 0.229 2.640 0.057
H -2.243 1.491 0.903 0.066
H -2.852 2.538 -2.204 0.122
H 0.143 4.163 1.978 0.133
H 1.258 -5.689 -0.447 0.131
N -2.472 1.823 -2.797 0.210
C 2.477 -0.190 -1.091 -0.510
C 4.788 -0.091 -0.672 -0.010
C 4.590 0.260 0.612 0.042
H -6.118 -1.357 -0.256 0.123
C -0.200 3.126 1.940 -0.214
H -0.102 -0.831 2.780 0.099
N 3.753 -0.315 -1.548 -0.034
```

## Properties
lowest unoccupied orbital energy (alpha / beta): -7.6 / -7.6 eV
relative energy (zero: lowest compared OMol25 entry of this formula, charge and spin): 1.5943 eV
⟨S²⟩: 0.7615
HOMO level (alpha / beta): -14.503 / -14.494 eV
total charge: +2
spin multiplicity: 2
orbital gap (alpha / beta): 6.87 / 6.85 eV